ORCA calculation (ωB97M-V with the def2-TZVPD basis set) on a cluster of 3 separate species, C4H14NO2 in total in a non-equilibrium geometry.

```
21
Properties=species:S:1:pos:R:3:nbo_charge:R:1
C 1.66 -2.03 -1.21 -0.630
C 1.03 -1.83 0.27 -0.420
C 0.73 -0.29 0.56 -0.106
C 0.78 0.69 -0.44 -0.118
N 0.62 2.10 0.06 -0.726
H 2.71 -1.68 -1.28 0.220
H 1.07 -1.48 -2.00 0.214
H 1.79 -3.14 -1.31 0.241
H 1.82 -2.16 1.05 0.234
H 0.17 -2.36 0.44 0.222
H 0.47 -0.13 1.67 0.236
H 1.24 0.78 -1.39 0.234
H 0.63 2.05 1.06 0.438
H 1.16 2.86 -0.38 0.438
H -0.33 2.48 -0.30 0.480
H -2.57 1.67 -0.04 0.505
H -2.71 3.07 0.27 0.506
O -1.98 2.44 -0.01 -0.970
H -3.24 -0.48 1.24 0.471
H -2.57 -1.76 0.94 0.483
O -2.47 -0.82 0.79 -0.951
```

Output
Kohn-Sham gap (eV): 10.9
HOMO energy (Eh): -0.5132
Maximum force (eV Å⁻¹): 4.89
Total charge: +1
LUMO energy (eV): -3.059
Energy above the lowest of the compared OMol25 structures with the same formula, charge and spin (kJ/mol): 256.0

=====

ORCA calculation (ωB97M-V with the def2-TZVPD basis set) on a structure of composition C49H36ClF3N4O4Pb in a non-equilibrium geometry.

```
98
Properties=species:S:1:pos:R:3:mulliken_charge:R:1
Pb 2.71 -1.76 -0.84 1.090
C -2.66 2.77 7.81 -0.854
O -1.53 3.26 7.11 -0.458
C -1.24 2.69 5.91 0.959
C -1.98 1.66 5.33 -0.729
C -1.59 1.15 4.10 -0.224
C -0.48 1.65 3.42 -0.482
C 0.25 2.67 4.02 0.165
C -0.12 3.18 5.25 -0.957
C -0.03 1.02 2.13 0.211
C 0.48 -0.30 2.35 -0.093
C 0.74 -0.92 3.65 -1.251
C 0.85 -2.24 3.41 -1.247
C 0.68 -2.42 1.98 -0.422
N 0.54 -1.18 1.39 0.283
C 0.34 -3.59 1.31 2.273
C -0.07 -3.44 -0.05 -0.174
C -1.31 -3.92 -0.62 -1.202
C -1.63 -3.04 -1.61 -1.116
C -0.54 -2.08 -1.66 -0.158
C -0.42 -0.94 -2.43 1.155
C -1.24 -0.84 -3.65 -0.638
C -1.37 -1.92 -4.51 -0.817
C -2.11 -1.82 -5.68 -0.504
C -2.75 -0.63 -6.00 0.927
O -3.50 -0.43 -7.10 -0.462
C -3.64 -1.51 -8.01 -0.846
C -2.63 0.46 -5.13 -0.772
C -1.87 0.36 -3.99 -0.446
C 0.57 0.10 -2.31 -0.511
N 0.94 1.13 -1.40 0.865
C 1.78 2.01 -2.09 -0.186
C 1.67 3.30 -1.56 0.386
C 2.28 4.53 -2.10 -0.714
C 1.52 5.39 -2.88 -0.511
C 2.08 6.54 -3.44 -0.480
C 3.41 6.84 -3.20 1.112
O 4.06 7.92 -3.71 -0.458
C 3.33 8.78 -4.56 -0.849
C 4.18 5.99 -2.40 -0.765
C 3.62 4.85 -1.86 -0.177
C 0.76 3.20 -0.55 -0.053
C 0.05 4.02 0.37 -1.091
C -0.58 3.19 1.22 -1.235
C -0.16 1.81 1.00 0.408
N 0.43 1.86 -0.31 0.301
C 2.14 1.45 -3.32 -1.251
C 1.36 0.33 -3.46 -0.462
N 0.40 -2.43 -0.76 0.838
C -0.04 -4.79 2.10 -1.242
C -1.24 -4.76 2.80 -0.189
C -1.68 -5.86 3.52 -0.786
C -0.91 -7.01 3.55 1.031
O -1.26 -8.15 4.19 -0.458
C -2.50 -8.17 4.87 -0.844
C 0.31 -7.04 2.87 -0.957
C 0.73 -5.95 2.14 -0.144
H -2.72 3.34 8.73 0.242
H -2.55 1.71 8.06 0.336
H -3.58 2.91 7.23 0.340
H -2.84 1.24 5.82 0.414
H -2.16 0.34 3.66 0.508
H 1.13 3.06 3.53 0.540
H 0.46 3.97 5.72 0.423
H 0.81 -0.40 4.59 0.586
H 1.06 -3.04 4.11 0.626
H -1.88 -4.76 -0.25 0.599
H -2.53 -3.01 -2.20 0.674
H -0.86 -2.85 -4.28 0.659
H -2.16 -2.68 -6.35 0.424
H -4.33 -1.17 -8.78 0.244
H -4.06 -2.39 -7.52 0.336
H -2.68 -1.76 -8.47 0.343
H -3.15 1.38 -5.39 0.443
H -1.78 1.22 -3.33 0.550
H 0.48 5.15 -3.07 0.487
H 1.46 7.17 -4.05 0.369
H 4.02 9.56 -4.86 0.243
H 2.47 9.22 -4.05 0.331
H 2.97 8.25 -5.46 0.344
H 5.21 6.25 -2.21 0.423
H 4.22 4.19 -1.24 0.513
H 0.02 5.10 0.34 0.609
H -1.24 3.48 2.02 0.776
H 2.85 1.86 -4.01 0.622
H 1.37 -0.35 -4.30 0.705
H -1.84 -3.85 2.78 0.558
H -2.63 -5.81 4.03 0.374
H -2.59 -9.16 5.29 0.246
H -3.34 -7.98 4.19 0.331
H -2.53 -7.43 5.68 0.331
H 0.91 -7.94 2.92 0.421
H 1.68 -5.97 1.61 0.569
F 3.90 -2.02 2.08 -0.280
C 3.85 -2.90 1.02 -0.058
F 3.38 -4.07 1.55 -0.170
F 5.16 -3.15 0.73 -0.271
Cl 2.87 -3.68 -2.48 -0.544
```

Output
Kohn-Sham gap (eV): 5.6
HOMO energy (Eh): -0.2648
Maximum force (eV Å⁻¹): 1.04
LUMO energy (eV): -1.608

=====

ORCA calculation (ωB97M-V with the def2-TZVPD basis set) on a structure of composition C37H52AsCsN3PS in a non-equilibrium geometry.

```
96
Properties=species:S:1:pos:R:3:mulliken_charge:R:1
Cs 0.29 0.20 0.05 1.604
C 3.10 -1.39 2.47 -0.295
C 2.61 -2.68 2.28 -0.290
C 2.80 -3.33 1.07 -0.442
C 3.49 -2.70 0.04 -0.279
C 3.99 -1.42 0.23 -0.448
C 3.79 -0.76 1.44 -0.496
H 2.96 -0.89 3.41 0.359
H 2.07 -3.17 3.08 0.377
H 2.40 -4.33 0.92 0.367
H 3.64 -3.21 -0.90 0.399
H 4.53 -0.93 -0.57 0.414
H 4.18 0.24 1.58 0.428
N -3.06 0.33 -0.65 0.946
C -4.28 -0.39 -0.47 0.276
C -5.49 0.22 -0.77 -0.686
C -6.68 -0.48 -0.69 -0.575
C -6.66 -1.81 -0.31 -0.789
C -5.45 -2.42 0.01 -0.857
C -4.24 -1.72 -0.02 -0.020
C -2.98 -2.35 0.47 -0.420
C -3.08 -3.19 1.58 -0.765
C -1.96 -3.83 2.09 -1.047
C -0.74 -3.64 1.46 -0.993
C -0.65 -2.77 0.38 0.740
C -1.74 -2.07 -0.16 0.326
H -3.00 1.12 -0.01 -0.024
H -2.30 -0.38 -0.52 -1.128
H -5.48 1.26 -1.09 0.360
H -7.61 0.01 -0.94 0.386
H -7.58 -2.38 -0.26 0.379
H -5.45 -3.46 0.31 0.548
H -4.03 -3.33 2.08 0.493
H -2.04 -4.47 2.95 0.380
H 0.14 -4.17 1.81 0.326
H 0.33 -2.67 -0.10 0.501
N -2.59 2.41 -2.78 -0.189
C -1.34 2.89 -2.82 0.083
N -0.25 2.24 -2.54 0.437
C 0.87 3.00 -2.81 -1.028
C 2.18 2.56 -2.70 -0.269
C 3.22 3.43 -3.01 -0.635
C 2.96 4.74 -3.41 -0.564
C 1.66 5.19 -3.54 -0.554
C 0.63 4.31 -3.25 1.092
S -1.09 4.56 -3.38 -0.379
H -2.82 1.56 -2.25 0.031
H -3.34 3.02 -3.04 0.241
H 2.38 1.54 -2.40 0.470
H 4.24 3.08 -2.94 0.411
H 3.79 5.40 -3.63 0.383
H 1.45 6.20 -3.86 0.424
C 0.95 5.70 3.06 -1.738
C 0.59 4.87 1.82 0.405
C 1.77 4.79 0.86 -1.450
P -0.11 3.14 2.06 0.115
C -1.93 3.49 2.35 0.505
C -2.56 3.76 0.97 -1.541
C -2.35 4.60 3.31 -1.596
C 0.55 2.41 3.65 0.964
C 2.07 2.28 3.52 -1.343
C 0.16 2.99 5.02 -1.567
H 1.21 6.71 2.74 0.484
H 1.81 5.28 3.57 0.275
H 0.12 5.77 3.76 0.278
H -0.23 5.38 1.30 0.460
H 2.61 4.24 1.31 0.233
H 2.12 5.79 0.59 0.471
H 1.49 4.27 -0.07 0.212
H -2.31 2.53 2.72 0.510
H -2.39 4.79 0.68 0.420
H -3.64 3.59 1.00 0.543
H -2.14 3.12 0.19 0.096
H -2.00 5.57 2.97 0.264
H -1.99 4.44 4.33 0.317
H -3.44 4.64 3.36 0.465
H 0.13 1.40 3.61 0.344
H 2.57 3.23 3.68 0.126
H 2.35 1.91 2.53 0.143
H 2.46 1.57 4.26 0.482
H 0.41 4.05 5.10 0.209
H 0.71 2.45 5.80 0.462
H -0.90 2.85 5.21 0.367
C 0.12 -0.48 -4.41 -1.403
As -0.57 -1.17 -2.68 0.792
C -2.36 -1.55 -3.37 -1.260
C 0.17 -2.96 -2.94 -1.378
H -0.12 -1.14 -5.24 0.451
H 1.21 -0.36 -4.36 0.365
H -0.31 0.50 -4.61 0.265
H -2.27 -2.12 -4.30 0.523
H -2.91 -0.63 -3.57 0.259
H -2.91 -2.14 -2.64 0.299
H -0.05 -3.31 -3.95 0.449
H -0.25 -3.67 -2.22 0.420
H 1.26 -2.94 -2.81 0.298
```

Output
Kohn-Sham gap (eV): 6.4
HOMO energy (Eh): -0.2340
Maximum force (eV Å⁻¹): 1.36
LUMO energy (eV): 0.067
Energy above the lowest of the compared OMol25 structures with the same formula, charge and spin (kJ/mol): 92.8

=====

ORCA calculation (ωB97M-V with the def2-TZVPD basis set) on a cluster of 2 separate species, C3H5Br3Si in total in a non-equilibrium geometry.

```
12
Properties=species:S:1:pos:R:3:nbo_charge:R:1
C 0.23 1.65 0.48 -0.469
C 0.17 0.66 1.63 -0.470
C 0.92 0.35 0.43 -0.096
Si -0.56 -1.76 -1.56 0.817
Br -0.38 -3.91 -0.98 -0.288
Br -2.68 -1.15 -1.37 -0.293
Br 0.13 -1.45 -3.75 -0.311
H -0.59 1.81 -0.03 0.219
H 0.77 2.56 0.46 0.219
H 0.77 0.91 2.59 0.219
H -0.77 0.22 1.85 0.235
H 1.99 0.09 0.26 0.217
```

Output
Kohn-Sham gap (alpha / beta) (eV): 6.9 / 7.9
HOMO energy (alpha / beta) (Eh): -0.3220 / -0.3087
Maximum force (eV Å⁻¹): 4.63
LUMO energy (alpha / beta) (eV): -1.817 / -0.546
Energy above the lowest of the compared OMol25 structures with the same formula, charge and spin (kJ/mol): 365.0

=====

ORCA calculation (ωB97M-V with the def2-TZVPD basis set) on a structure of composition C11H13N4O5Pd in a non-equilibrium geometry.

```
34
Properties=species:S:1:pos:R:3:nbo_charge:R:1
O 0.01 3.58 -2.64 -0.451
C -0.02 2.64 -1.96 0.459
Pd 0.02 -0.03 -2.16 0.524
C 0.04 -1.97 -2.08 0.388
O 0.09 -3.08 -2.39 -0.408
C -0.04 -0.24 -4.26 0.262
O -0.09 -0.96 -5.17 -0.369
C 2.04 0.18 -2.32 0.501
O 3.11 0.16 -2.73 -0.378
C -1.99 0.17 -2.33 0.494
O -3.07 0.10 -2.70 -0.382
H 0.05 0.92 -3.72 0.163
C -0.13 1.38 0.66 -0.078
N 0.00 0.01 0.02 -0.521
C -1.15 -0.81 0.53 -0.088
N -1.18 -0.93 2.00 -0.440
C -1.28 0.46 2.55 -0.089
N -0.13 1.31 2.13 -0.445
C 1.13 0.67 2.58 -0.087
N 1.28 -0.70 2.02 -0.442
C 1.27 -0.60 0.55 -0.088
C 0.11 -1.53 2.42 -0.088
H -1.09 1.81 0.38 0.213
H 0.76 1.97 0.39 0.214
H -1.04 -1.82 0.11 0.210
H -2.09 -0.30 0.27 0.209
H -1.22 0.39 3.65 0.219
H -2.23 0.93 2.26 0.213
H 1.99 1.30 2.29 0.212
H 1.07 0.58 3.66 0.219
H 1.36 -1.61 0.15 0.211
H 2.10 0.07 0.30 0.209
H 0.11 -1.52 3.52 0.217
H 0.21 -2.56 2.04 0.214
```

Output
Multiplicity: 3
Kohn-Sham gap (alpha / beta) (eV): 6.7 / 6.9
HOMO energy (alpha / beta) (Eh): -0.3901 / -0.4571
Maximum force (eV Å⁻¹): 6.57
Total charge: +1
LUMO energy (alpha / beta) (eV): -3.928 / -5.560
Energy above the lowest of the compared OMol25 structures with the same formula, charge and spin (kJ/mol): 81.7
Expectation value of S²: 2.017

=====

- Which of these has the lowest maximum force?
  C49H36ClF3N4O4Pb